1.
{"formula": "C29H68F27N6O7P4S", "method": "wB97M-V/def2-TZVPD", "elements": ["C", "C", "O", "N", "H", "H", "C", "H", "H", "H", "H", "H", "H", "C", "C", "O", "N", "H", "H", "C", "H", "H", "H", "H", "H", "H", "C", "C", "O", "N", "H", "H", "C", "H", "H", "H", "H", "H", "H", "C", "C", "O", "N", "H", "H", "C", "H", "H", "H", "H", "H", "H", "C", "C", "C", "N", "C", "C", "C", "C", "C", "H", "H", "H", "H", "H", "H", "H", "H", "H", "H", "H", "H", "H", "H", "H", "H", "H", "H", "C", "C", "C", "N", "C", "C", "C", "C", "C", "H", "H", "H", "H", "H", "H", "H", "H", "H", "H", "H", "H", "H", "H", "H", "H", "H", "H", "C", "F", "F", "F", "S", "O", "O", "O", "P", "F", "F", "F", "F", "F", "F", "P", "F", "F", "F", "F", "F", "F", "P", "F", "F", "F", "F", "F", "F", "P", "F", "F", "F", "F", "F", "F"], "xyz": [[-0.736, -3.545, 9.598], [-1.373, -4.693, 10.414], [-1.572, -5.748, 9.822], [-1.865, -4.479, 11.822], [-2.581, -3.766, 11.797], [-2.411, -5.263, 12.148], [-0.758, -4.286, 12.823], [0.029, -3.181, 10.284], [-1.477, -2.819, 9.265], [-0.081, -3.811, 8.769], [-1.145, -4.439, 13.830], [-0.203, -3.372, 12.608], [0.001, -5.021, 12.555], [4.554, 5.379, 17.840], [4.374, 4.039, 18.501], [4.964, 3.617, 19.486], [3.331, 3.205, 17.781], [2.426, 3.479, 18.136], [3.369, 3.341, 16.781], [3.527, 1.670, 17.995], [5.320, 5.896, 18.417], [3.695, 6.046, 17.909], [4.910, 5.238, 16.820], [2.689, 1.295, 17.407], [3.416, 1.350, 19.031], [4.498, 1.476, 17.540], [3.458, 10.829, 11.480], [2.922, 12.223, 11.074], [3.213, 12.834, 10.053], [1.900, 12.843, 12.068], [1.081, 13.289, 11.682], [1.463, 12.099, 12.593], [2.543, 13.799, 13.079], [4.237, 10.456, 10.815], [2.609, 10.161, 11.618], [3.872, 10.704, 12.481], [2.556, 14.810, 12.670], [3.500, 13.392, 13.405], [1.908, 13.842, 13.963], [8.209, 7.766, 24.235], [8.291, 9.136, 23.736], [7.380, 9.638, 23.063], [9.628, 9.768, 24.029], [9.544, 10.739, 24.296], [10.059, 9.373, 24.853], [10.674, 9.546, 22.859], [8.982, 7.084, 23.879], [7.222, 7.409, 23.942], [8.266, 7.851, 25.320], [10.609, 8.506, 22.538], [11.700, 9.662, 23.211], [10.353, 10.147, 22.008], [4.457, -2.930, 26.794], [4.192, -2.210, 28.145], [4.168, -3.163, 29.323], [4.246, -2.403, 30.646], [2.937, -1.579, 30.772], [5.534, -1.558, 30.840], [5.668, -1.370, 32.331], [5.255, -2.700, 32.969], [4.400, -3.348, 31.870], [4.450, -2.159, 26.023], [3.780, -3.749, 26.550], [5.482, -3.297, 26.753], [3.238, -1.695, 28.035], [4.902, -1.384, 28.185], [5.080, -3.744, 29.185], [3.241, -3.735, 29.303], [2.905, -0.754, 30.060], [3.001, -1.166, 31.779], [2.100, -2.262, 30.632], [5.433, -0.688, 30.190], [6.371, -2.205, 30.580], [4.935, -0.581, 32.497], [6.661, -1.024, 32.617], [4.651, -2.608, 33.872], [6.207, -3.180, 33.200], [3.423, -3.717, 32.180], [4.814, -4.275, 31.474], [11.251, 1.663, 20.337], [12.067, 2.141, 19.133], [11.112, 2.700, 18.066], [11.930, 2.893, 16.726], [13.230, 3.834, 16.879], [12.385, 1.465, 16.233], [12.321, 1.350, 14.734], [11.080, 2.246, 14.525], [10.995, 3.323, 15.583], [10.442, 2.316, 20.664], [11.927, 1.361, 21.137], [10.563, 0.848, 20.111], [12.693, 1.340, 18.740], [12.761, 2.905, 19.483], [10.714, 3.691, 18.282], [10.239, 2.084, 17.850], [12.813, 4.825, 17.064], [13.708, 3.790, 15.900], [13.819, 3.441, 17.707], [13.432, 1.397, 16.530], [11.798, 0.679, 16.707], [13.213, 1.693, 14.209], [12.167, 0.300, 14.484], [11.071, 2.556, 13.480], [10.157, 1.672, 14.613], [11.290, 4.338, 15.316], [9.926, 3.412, 15.776], [-4.027, 0.550, 21.171], [-5.232, 0.000, 21.405], [-4.023, 1.777, 21.658], [-3.047, -0.098, 21.853], [-3.734, 0.710, 19.246], [-2.573, 1.589, 18.990], [-3.521, -0.676, 18.853], [-4.955, 1.327, 18.654], [2.239, 2.685, 11.386], [1.758, 1.873, 12.756], [0.946, 2.133, 10.567], [1.427, 3.961, 11.962], [2.903, 3.543, 10.215], [3.575, 3.063, 12.305], [2.891, 1.303, 10.809], [4.870, -5.890, 17.700], [4.961, -4.835, 16.448], [3.747, -6.833, 17.000], [6.040, -6.790, 17.060], [4.804, -6.843, 19.037], [5.984, -4.853, 18.308], [3.696, -4.950, 18.316], [9.504, 10.537, 15.388], [8.626, 9.432, 14.541], [9.531, 9.521, 16.734], [10.973, 9.917, 14.969], [10.301, 11.693, 16.121], [9.407, 11.490, 14.097], [8.161, 11.139, 15.960], [-0.969, 9.816, 16.127], [-1.505, 11.308, 15.965], [-0.996, 9.918, 17.745], [-2.454, 9.155, 16.240], [-0.201, 8.384, 16.197], [-0.964, 9.683, 14.488], [0.500, 10.455, 16.125]], "e_homo_ha": -0.2743, "total_charge": 1, "homo_lumo_gap_ev": 3.1326, "max_force_ev_per_a": 5.8}

2.
{"formula": "C29H68O23S5", "method": "wB97M-V/def2-TZVPD", "elements": ["C", "C", "O", "S", "C", "O", "O", "H", "H", "H", "H", "H", "H", "H", "H", "C", "C", "O", "S", "C", "O", "O", "H", "H", "H", "H", "H", "H", "H", "H", "C", "C", "O", "S", "C", "O", "O", "H", "H", "H", "H", "H", "H", "H", "H", "C", "C", "O", "S", "C", "O", "O", "H", "H", "H", "H", "H", "H", "H", "H", "C", "C", "O", "S", "C", "O", "O", "H", "H", "H", "H", "H", "H", "H", "H", "C", "O", "C", "O", "O", "C", "H", "H", "H", "H", "H", "H", "C", "O", "C", "O", "O", "C", "H", "H", "H", "H", "H", "H", "C", "C", "C", "O", "C", "H", "H", "H", "H", "H", "H", "H", "H", "C", "C", "C", "O", "C", "H", "H", "H", "H", "H", "H", "H", "H"], "xyz": [[-6.012, -0.383, -1.697], [-5.121, -1.084, -2.693], [-5.499, -2.470, -2.650], [-4.275, -3.493, -2.939], [-5.179, -5.064, -3.142], [-3.771, -3.136, -4.250], [-3.431, -3.532, -1.758], [-7.045, -0.522, -2.017], [-5.891, 0.704, -1.730], [-5.785, -0.668, -0.672], [-5.312, -0.758, -3.717], [-4.069, -0.919, -2.455], [-4.419, -5.834, -3.211], [-5.712, -4.900, -4.076], [-5.881, -5.080, -2.313], [-4.725, 3.939, 4.665], [-3.296, 4.005, 4.101], [-3.221, 3.384, 2.821], [-1.896, 3.681, 1.927], [-2.544, 4.954, 0.859], [-0.863, 4.307, 2.701], [-1.559, 2.537, 1.128], [-5.297, 4.752, 4.210], [-4.716, 4.152, 5.732], [-5.269, 3.030, 4.416], [-2.976, 5.047, 4.069], [-2.640, 3.466, 4.787], [-3.549, 4.686, 0.547], [-1.874, 5.051, 0.004], [-2.475, 5.911, 1.372], [2.420, 2.476, 3.248], [1.882, 1.198, 2.615], [2.882, 0.163, 2.731], [4.083, -0.019, 1.657], [5.316, -0.341, 2.959], [3.865, -1.179, 0.863], [4.279, 1.237, 0.986], [2.773, 2.327, 4.267], [1.586, 3.178, 3.165], [3.223, 2.884, 2.636], [1.088, 0.745, 3.209], [1.536, 1.463, 1.615], [6.275, 0.138, 2.782], [5.211, -1.412, 3.117], [4.956, 0.149, 3.862], [-0.408, -4.237, -1.940], [0.917, -4.855, -1.557], [1.831, -4.591, -2.591], [3.403, -5.026, -2.433], [4.036, -3.482, -1.747], [3.429, -6.123, -1.489], [3.826, -5.170, -3.798], [-1.266, -4.476, -1.312], [-0.729, -4.737, -2.859], [-0.417, -3.159, -2.094], [1.230, -4.471, -0.579], [0.789, -5.933, -1.432], [4.151, -2.778, -2.568], [4.996, -3.738, -1.301], [3.386, -3.033, -0.998], [1.062, -2.756, 2.481], [1.885, -2.822, 3.768], [1.571, -3.956, 4.573], [2.769, -4.969, 4.948], [2.136, -6.395, 4.069], [4.030, -4.548, 4.380], [2.581, -5.143, 6.362], [0.007, -2.910, 2.713], [1.436, -3.420, 1.703], [1.082, -1.719, 2.143], [2.896, -2.619, 3.411], [1.702, -1.929, 4.370], [2.423, -7.291, 4.618], [2.659, -6.496, 3.118], [1.070, -6.288, 3.902], [2.013, 2.236, -4.728], [2.568, 3.502, -5.079], [1.780, 4.489, -5.590], [0.582, 4.516, -5.551], [2.562, 5.404, -6.098], [2.022, 6.333, -7.005], [2.692, 1.745, -4.034], [1.961, 1.713, -5.683], [1.072, 2.409, -4.205], [2.841, 6.990, -7.296], [1.247, 6.967, -6.574], [1.659, 5.853, -7.914], [-2.372, -3.233, 1.142], [-2.359, -2.309, 2.218], [-3.463, -1.617, 2.487], [-4.479, -1.625, 1.838], [-3.205, -0.819, 3.503], [-4.117, 0.200, 3.817], [-2.686, -2.769, 0.208], [-3.075, -4.065, 1.221], [-1.383, -3.651, 0.972], [-4.402, 0.788, 2.946], [-3.761, 0.843, 4.620], [-5.026, -0.197, 4.280], [0.758, -0.822, -0.478], [-0.600, -0.210, -0.209], [-0.863, 0.632, -1.471], [-0.091, 0.042, -2.495], [1.025, -0.626, -1.993], [0.811, -1.845, -0.106], [1.582, -0.299, 0.012], [-0.584, 0.441, 0.661], [-1.283, -1.051, -0.085], [-0.414, 1.618, -1.294], [-1.918, 0.752, -1.708], [1.933, -0.026, -2.120], [1.179, -1.603, -2.458], [2.926, 5.203, -2.031], [2.973, 3.768, -1.502], [2.109, 3.828, -0.261], [1.202, 4.953, -0.466], [1.495, 5.584, -1.723], [3.237, 5.312, -3.065], [3.591, 5.582, -1.248], [3.983, 3.375, -1.374], [2.566, 3.040, -2.212], [2.695, 4.141, 0.605], [1.406, 3.006, -0.134], [1.321, 6.646, -1.546], [0.735, 5.158, -2.387]], "e_homo_ha": -0.3418, "relative_energy_kcal_mol": 57.2, "homo_lumo_gap_ev": 9.5592, "smiles": "CCOS(C)(=O)=O.CCOS(C)(=O)=O.CCOS(C)(=O)=O.CCOS(C)(=O)=O.CCOS(C)(=O)=O.COC(=O)OC.COC(=O)OC.C1CCOC1.C1CCOC1", "max_force_ev_per_a": 2.4}

3.
{"formula": "C29H69BN3O13", "method": "wB97M-V/def2-TZVPD", "elements": ["C", "C", "O", "C", "C", "O", "C", "N", "C", "C", "B", "N", "O", "N", "C", "C", "C", "C", "O", "H", "H", "H", "H", "H", "H", "H", "H", "H", "H", "H", "H", "H", "H", "H", "H", "H", "H", "H", "H", "H", "H", "H", "H", "H", "H", "H", "C", "O", "C", "C", "O", "C", "C", "O", "C", "H", "H", "H", "H", "H", "H", "H", "H", "H", "H", "H", "H", "H", "H", "C", "O", "C", "C", "O", "C", "C", "O", "C", "H", "H", "H", "H", "H", "H", "H", "H", "H", "H", "H", "H", "H", "H", "C", "O", "C", "C", "O", "C", "C", "O", "C", "H", "H", "H", "H", "H", "H", "H", "H", "H", "H", "H", "H", "H", "H"], "xyz": [[5.099, 1.293, -0.249], [5.931, 0.247, -0.971], [5.291, -0.259, -2.139], [5.142, 0.720, -3.147], [4.625, 0.046, -4.401], [3.546, -0.850, -4.125], [2.251, -0.369, -4.130], [2.094, 0.923, -3.494], [0.699, 1.334, -3.557], [-0.245, 0.374, -2.846], [-1.829, 0.688, -2.920], [-2.522, 1.550, -3.860], [-2.493, -0.018, -1.976], [-0.008, -1.032, -3.374], [1.447, -1.483, -3.438], [1.926, -1.841, -2.035], [2.452, -3.275, -1.884], [3.581, -3.663, -2.821], [1.353, -4.186, -1.972], [5.158, 2.284, -0.704], [5.426, 1.392, 0.787], [4.047, 0.988, -0.234], [6.110, -0.620, -0.336], [6.909, 0.658, -1.256], [6.114, 1.181, -3.384], [4.477, 1.527, -2.825], [4.325, 0.807, -5.128], [5.395, -0.585, -4.841], [1.870, -0.244, -5.161], [2.401, 0.865, -2.525], [0.421, 1.416, -4.614], [0.588, 2.331, -3.126], [0.032, 0.299, -1.790], [-2.199, 2.511, -3.896], [-2.583, 1.233, -4.821], [-3.455, 0.088, -1.994], [-0.436, -1.137, -4.295], [-0.495, -1.687, -2.752], [1.433, -2.358, -4.092], [2.696, -1.145, -1.691], [1.086, -1.771, -1.334], [2.812, -3.346, -0.855], [3.364, -3.417, -3.863], [3.755, -4.736, -2.743], [4.494, -3.131, -2.551], [1.277, -4.504, -2.880], [4.247, 6.666, -5.480], [4.561, 6.723, -4.109], [3.614, 6.066, -3.298], [4.193, 5.754, -1.936], [5.100, 4.661, -1.929], [6.418, 4.908, -2.405], [7.302, 5.651, -1.428], [6.958, 7.017, -1.381], [7.435, 7.664, -0.222], [3.314, 7.195, -5.706], [5.061, 7.144, -6.020], [4.149, 5.628, -5.822], [3.286, 5.132, -3.778], [2.727, 6.702, -3.157], [3.365, 5.439, -1.297], [4.646, 6.649, -1.506], [6.401, 5.424, -3.367], [6.857, 3.917, -2.545], [8.346, 5.532, -1.754], [7.208, 5.197, -0.432], [7.065, 7.175, 0.686], [7.073, 8.689, -0.251], [8.531, 7.676, -0.188], [-1.999, -3.780, -1.300], [-1.954, -3.543, 0.073], [-2.780, -2.468, 0.488], [-3.170, -2.596, 1.944], [-4.192, -3.541, 2.190], [-3.852, -4.921, 2.139], [-3.038, -5.416, 3.312], [-1.698, -4.972, 3.216], [-1.036, -4.973, 4.461], [-1.613, -2.918, -1.873], [-1.372, -4.644, -1.509], [-3.020, -3.972, -1.650], [-3.691, -2.430, -0.125], [-2.239, -1.521, 0.356], [-3.600, -1.636, 2.239], [-2.285, -2.781, 2.557], [-3.340, -5.168, 1.206], [-4.810, -5.442, 2.157], [-3.069, -6.514, 3.317], [-3.482, -5.066, 4.251], [-1.566, -4.353, 5.194], [-0.040, -4.565, 4.301], [-0.942, -5.986, 4.869], [-4.465, -2.761, 5.676], [-5.548, -1.885, 5.471], [-6.529, -2.417, 4.596], [-7.893, -1.838, 4.901], [-8.488, -2.375, 6.070], [-8.102, -1.790, 7.304], [-8.876, -0.536, 7.646], [-8.442, 0.553, 6.855], [-9.387, 1.595, 6.800], [-3.894, -2.916, 4.755], [-3.820, -2.315, 6.431], [-4.813, -3.736, 6.040], [-6.571, -3.508, 4.699], [-6.269, -2.191, 3.553], [-8.555, -2.126, 4.081], [-7.842, -0.748, 4.943], [-7.029, -1.590, 7.333], [-8.342, -2.534, 8.066], [-8.724, -0.313, 8.712], [-9.947, -0.716, 7.487], [-10.350, 1.240, 6.416], [-8.994, 2.357, 6.129], [-9.554, 2.045, 7.786]], "e_homo_ha": -0.3780, "relative_energy_kcal_mol": 0.0, "total_charge": 1, "homo_lumo_gap_ev": 7.3716, "max_force_ev_per_a": 0.3}